Entry 1:
Below is a structure of composition C65H75AsAuGeOP, with properties calculated with ωB97M-V/def2-TZVPD.

XYZ file:
```
145
Properties=species:S:1:pos:R:3:mulliken_spin:R:1
Au 0.49 0.48 -0.75 0.07
C -4.87 -2.70 -0.03 0.01
C -3.67 -2.06 0.69 -0.02
C -3.42 -2.75 2.03 0.03
C -2.49 -2.08 -0.23 0.04
C -2.24 -1.03 -1.09 0.00
C -1.26 -1.10 -2.09 0.18
C -1.51 -0.23 -3.31 0.02
C -2.03 -1.10 -4.47 0.03
C -0.39 0.69 -3.79 0.00
C -0.33 -2.23 -2.09 0.17
C -0.66 -3.36 -1.30 -0.08
C -1.70 -3.24 -0.39 0.23
C 0.00 -4.73 -1.43 -0.01
C 0.27 -5.40 -0.07 0.00
C -0.92 -5.65 -2.25 -0.01
C 0.80 -2.27 -3.07 0.04
C 0.63 -3.18 -4.12 0.03
C 1.57 -3.31 -5.13 0.00
C 2.72 -2.54 -5.09 0.01
C 2.92 -1.66 -4.05 -0.01
C 1.98 -1.49 -3.03 0.01
P 2.40 -0.35 -1.66 0.09
C 3.37 1.13 -2.31 0.00
C 2.71 1.64 -3.59 0.01
C 4.86 0.87 -2.58 0.00
C 3.28 2.24 -1.25 0.03
C 3.43 -1.34 -0.46 0.01
C 4.51 -2.18 -1.15 0.00
C 2.48 -2.30 0.24 0.01
C 4.04 -0.43 0.61 0.02
H -5.76 -2.64 0.60 0.00
H -4.68 -3.76 -0.22 0.00
H -5.08 -2.21 -0.98 0.00
H -3.92 -1.00 0.87 0.01
H -3.26 -3.82 1.91 0.00
H -4.29 -2.63 2.67 0.00
H -2.57 -2.31 2.56 -0.01
H -2.91 -0.18 -1.07 0.02
H -2.34 0.41 -3.01 0.02
H -1.23 -1.61 -4.99 0.00
H -2.53 -0.44 -5.19 0.00
H -2.76 -1.83 -4.13 -0.01
H 0.45 0.13 -4.20 0.00
H -0.78 1.33 -4.59 0.00
H -0.04 1.35 -2.99 0.01
H -1.93 -4.10 0.23 0.00
H 0.94 -4.62 -1.97 0.00
H -0.63 -5.88 0.31 0.00
H 0.62 -4.71 0.68 0.00
H 1.02 -6.19 -0.19 0.00
H -1.87 -5.80 -1.72 0.00
H -0.45 -6.62 -2.37 0.00
H -1.15 -5.26 -3.23 0.00
H -0.27 -3.77 -4.15 0.00
H 1.40 -4.01 -5.93 0.00
H 3.46 -2.63 -5.87 0.00
H 3.83 -1.08 -4.03 0.00
H 2.65 0.89 -4.38 0.00
H 3.31 2.46 -3.97 0.00
H 1.70 2.03 -3.40 0.00
H 5.04 0.20 -3.42 0.00
H 5.40 0.50 -1.72 0.00
H 5.31 1.83 -2.85 0.00
H 2.25 2.49 -1.00 -0.01
H 3.74 3.14 -1.68 0.00
H 3.82 2.01 -0.33 0.00
H 4.07 -2.93 -1.80 0.00
H 5.08 -2.70 -0.38 0.00
H 5.21 -1.59 -1.73 0.00
H 2.01 -2.96 -0.47 -0.01
H 1.69 -1.78 0.80 0.01
H 3.05 -2.92 0.94 0.00
H 4.81 0.23 0.23 0.00
H 4.51 -1.07 1.37 0.00
H 3.28 0.18 1.11 -0.01
C 2.57 -4.76 4.70 0.00
C 3.42 -3.73 5.07 0.00
C 3.10 -2.42 4.75 0.00
C 1.91 -2.14 4.07 0.00
C 1.06 -3.19 3.70 -0.01
C 1.39 -4.49 4.01 0.00
Ge 1.40 -0.34 3.85 0.01
C 2.62 1.09 4.04 0.00
C 2.08 2.33 4.41 0.00
C 2.92 3.40 4.66 0.00
C 4.30 3.25 4.52 0.00
C 4.84 2.02 4.14 0.00
C 4.00 0.95 3.89 0.00
C -0.46 0.07 4.02 -0.01
C -1.31 0.62 3.06 0.01
C -2.64 0.87 3.39 0.00
C -3.11 0.59 4.67 0.00
C -2.26 0.04 5.62 0.00
C -0.94 -0.23 5.30 0.00
H 2.83 -5.78 4.95 0.00
H 4.33 -3.95 5.62 0.00
H 3.76 -1.62 5.06 0.00
H 0.12 -2.98 3.19 0.00
H 0.73 -5.31 3.73 0.00
H 1.01 2.45 4.52 0.00
H 2.52 4.36 4.98 0.00
H 4.95 4.08 4.73 0.00
H 5.91 1.92 4.04 0.00
H 4.43 0.00 3.60 0.00
H -0.97 0.86 2.06 0.01
H -3.30 1.29 2.65 0.00
H -4.14 0.80 4.92 0.00
H -2.63 -0.18 6.61 0.00
H -0.31 -0.68 6.05 0.00
O -1.04 1.69 -0.05 0.03
As -2.06 3.01 -0.34 -0.01
C -3.89 2.52 -0.17 0.00
C -4.60 2.88 0.97 0.00
C -5.93 2.51 1.10 0.00
C -6.55 1.77 0.10 0.00
C -5.84 1.42 -1.05 0.00
C -4.52 1.80 -1.18 0.00
C -1.73 3.70 -2.09 0.00
C -0.40 3.92 -2.45 0.01
C -0.10 4.48 -3.68 0.00
C -1.13 4.81 -4.55 0.00
C -2.46 4.61 -4.19 0.00
C -2.76 4.05 -2.95 0.00
C -1.63 4.33 0.96 0.01
C -0.49 4.18 1.74 0.00
C -0.12 5.19 2.61 0.00
C -0.89 6.35 2.70 0.00
C -2.02 6.50 1.91 0.00
C -2.39 5.49 1.03 0.00
H -4.13 3.47 1.76 0.00
H -6.49 2.79 1.98 0.00
H -7.59 1.49 0.20 0.00
H -6.34 0.88 -1.84 0.00
H -3.98 1.56 -2.09 0.00
H 0.40 3.68 -1.75 0.00
H 0.92 4.67 -3.96 0.00
H -0.90 5.25 -5.51 0.00
H -3.25 4.89 -4.86 0.00
H -3.79 3.91 -2.67 0.00
H 0.11 3.28 1.66 0.00
H 0.77 5.09 3.22 0.00
H -0.60 7.14 3.38 0.00
H -2.61 7.40 1.98 0.00
H -3.27 5.63 0.40 0.00
```

Values from the calculation:
Lowest unoccupied orbital energy (alpha / beta): -0.305 / -0.382 Ha
Total charge: +3
Energy relative to the best compared isomer or geometry (same formula, charge and spin): 0.000 eV
Spin multiplicity: 2

Entry 2:
Below is a structure of composition C65H81N5OP3RuSi at a distorted geometry, with properties calculated with ωB97M-V/def2-TZVPD.

XYZ file:
```
157
Properties=species:S:1:pos:R:3:mulliken_spin:R:1
Ru 0.46 0.02 0.32 0.97
C 2.81 -3.59 -0.01 0.00
C 1.27 -3.59 -0.01 0.00
C 0.76 -5.03 -0.13 0.00
P 0.61 -2.24 -1.14 0.01
C 1.45 -2.44 -2.81 -0.01
C 2.06 -3.80 -3.15 0.00
C 0.45 -2.11 -3.93 -0.01
C -1.10 -2.69 -1.60 0.00
C -1.48 -3.94 -2.09 0.00
C -2.79 -4.18 -2.46 0.00
C -3.74 -3.18 -2.36 0.00
C -3.36 -1.92 -1.92 0.00
C -2.04 -1.66 -1.56 -0.02
Si -1.46 0.09 -1.17 0.01
C -2.98 0.91 -0.42 -0.02
C -3.84 1.74 -1.15 0.00
C -5.00 2.23 -0.56 0.00
C -5.33 1.87 0.74 0.00
C -4.48 1.05 1.46 0.00
C -3.29 0.58 0.89 -0.05
P -2.05 -0.40 1.79 0.05
C -1.96 0.33 3.54 0.01
C -2.55 -0.52 4.67 0.00
C -2.51 1.75 3.66 0.00
C -2.88 -2.08 2.13 0.03
C -2.34 -3.25 1.32 0.00
C -4.40 -2.05 2.04 0.00
C -1.24 0.87 -2.89 0.00
C -2.22 0.65 -3.87 0.00
C -2.16 1.28 -5.10 0.00
C -1.12 2.15 -5.39 0.00
C -0.13 2.36 -4.45 0.00
C -0.18 1.71 -3.21 -0.05
P 1.19 1.82 -2.03 0.06
C 2.70 1.24 -3.05 0.02
C 3.80 2.28 -3.29 0.00
C 2.36 0.60 -4.39 0.00
C 1.49 3.70 -1.96 0.01
C 0.22 4.53 -2.17 0.00
C 2.25 4.16 -0.72 0.01
H 3.18 -3.89 0.97 0.00
H 3.23 -2.61 -0.25 0.00
H 3.19 -4.30 -0.72 0.00
H 0.92 -3.23 0.95 -0.01
H 1.06 -5.49 -1.07 0.00
H -0.32 -5.10 -0.02 0.00
H 1.22 -5.61 0.67 0.00
H 2.25 -1.70 -2.81 0.00
H 1.32 -4.60 -3.09 0.00
H 2.92 -4.06 -2.55 0.00
H 2.40 -3.77 -4.19 0.00
H -0.24 -2.94 -4.09 0.00
H 0.99 -1.96 -4.87 0.00
H -0.15 -1.22 -3.74 0.00
H -0.75 -4.74 -2.19 0.00
H -3.07 -5.16 -2.83 0.00
H -4.77 -3.37 -2.64 0.00
H -4.11 -1.13 -1.84 0.00
H -3.61 2.00 -2.17 0.00
H -5.65 2.89 -1.12 0.00
H -6.24 2.23 1.19 0.00
H -4.75 0.77 2.47 0.00
H -0.89 0.37 3.70 0.01
H -3.62 -0.72 4.52 0.00
H -2.46 0.04 5.60 0.00
H -2.04 -1.47 4.82 0.00
H -3.56 1.73 3.96 0.00
H -2.43 2.32 2.74 0.00
H -1.97 2.28 4.44 0.00
H -2.61 -2.28 3.16 0.00
H -2.82 -3.30 0.34 0.00
H -2.56 -4.18 1.84 0.00
H -1.27 -3.18 1.16 0.00
H -4.73 -1.78 1.03 0.00
H -4.86 -1.36 2.75 0.00
H -4.79 -3.05 2.26 0.00
H -3.05 -0.02 -3.66 0.00
H -2.93 1.08 -5.84 0.00
H -1.08 2.65 -6.34 0.00
H 0.69 3.03 -4.68 0.00
H 3.13 0.45 -2.43 0.01
H 4.66 1.78 -3.74 0.00
H 4.14 2.77 -2.38 0.00
H 3.47 3.05 -3.99 0.00
H 2.16 1.34 -5.16 0.00
H 1.49 -0.04 -4.32 0.00
H 3.21 0.00 -4.72 0.00
H 2.12 3.91 -2.82 0.00
H -0.58 4.28 -1.48 0.00
H -0.17 4.44 -3.17 0.00
H 0.47 5.59 -2.01 0.00
H 1.70 3.94 0.20 0.00
H 2.40 5.24 -0.76 0.00
H 3.25 3.72 -0.65 0.00
C 11.18 -6.65 6.52 0.00
O 11.22 -5.61 5.55 0.00
C 10.06 -5.06 5.16 0.00
C 10.15 -4.07 4.17 0.00
C 9.01 -3.46 3.70 0.00
C 7.75 -3.81 4.20 0.00
C 7.67 -4.78 5.19 0.00
C 8.81 -5.41 5.67 0.00
C 6.57 -3.16 3.65 0.00
N 6.58 -2.21 2.73 0.00
C 5.26 -1.92 2.51 0.00
C 4.44 -2.68 3.29 0.00
N 5.28 -3.47 4.03 0.00
C 3.02 -2.55 3.28 0.00
C 2.15 -3.32 4.07 0.00
C 0.81 -3.10 3.97 0.00
C 0.36 -2.12 3.09 0.00
N 1.13 -1.39 2.31 0.01
C 2.47 -1.59 2.39 -0.04
C 3.32 -0.79 1.55 0.01
N 2.74 0.13 0.73 -0.01
C 3.56 0.93 0.07 0.03
C 4.95 0.83 0.06 0.00
C 5.54 -0.13 0.82 0.00
C 4.73 -0.94 1.61 0.00
H 12.21 -6.98 6.64 0.00
H 10.57 -7.49 6.16 0.00
H 10.80 -6.29 7.47 0.00
H 11.12 -3.81 3.80 0.00
H 9.07 -2.70 2.94 0.00
H 6.72 -5.07 5.62 0.00
H 8.72 -6.16 6.44 0.00
H 5.03 -4.18 4.70 0.00
H 2.54 -4.08 4.74 0.00
H 0.10 -3.67 4.56 0.00
H -0.69 -1.93 3.02 0.02
H 3.07 1.73 -0.46 -0.02
H 5.53 1.52 -0.54 0.00
H 6.62 -0.27 0.84 0.00
C 2.85 3.61 4.65 0.00
N 2.96 2.36 3.83 0.00
C 3.75 2.64 2.61 0.00
C 1.64 1.64 3.53 -0.01
C 0.64 2.38 2.68 0.01
C 0.14 3.58 3.23 0.00
C -0.76 4.38 2.56 0.00
C -1.21 3.94 1.33 0.00
C -0.77 2.73 0.82 0.01
C 0.17 1.89 1.44 -0.08
H 3.85 3.89 4.96 0.00
H 2.24 3.42 5.53 0.00
H 2.42 4.40 4.04 0.00
H 3.48 1.70 4.40 0.00
H 3.13 3.18 1.91 0.00
H 4.07 1.69 2.17 0.00
H 4.63 3.22 2.87 0.00
H 1.23 1.41 4.52 0.00
H 1.91 0.72 3.04 0.03
H 0.42 3.86 4.24 0.00
H -1.12 5.30 3.01 0.00
H -1.94 4.53 0.78 0.00
H -1.19 2.44 -0.13 -0.01
```

Values from the calculation:
Lowest unoccupied orbital energy (alpha / beta): -0.183 / -0.182 Ha
Total charge: +2
Spin multiplicity: 2

| no. | molecular weight (g/mol) | energy (a.u.) |
| --- | --- | --- |
| 1 | 1247.79 | -7385.97091 |
| 2 | 1170.47 | -4282.53804 |